Record 1
The following is a quantum chemistry calculation of a molecular structure, C33H43KN8O, from the OMol25 dataset.

CARTESIAN COORDINATES (ANGSTROEM)
1 K 0.411 0.600 -1.051
2 O -0.921 -1.258 -1.863
3 N -2.062 1.146 0.534
4 N 0.556 -0.901 1.173
5 N -3.121 -0.905 -1.516
6 N -0.133 -3.793 5.309
7 N 3.119 -0.015 -1.973
8 N 1.082 -5.153 4.023
9 N 1.208 2.873 0.853
10 N -0.491 3.493 -2.199
11 C 0.823 1.235 -3.761
12 C 0.018 -1.633 3.388
13 C -4.431 2.111 1.630
14 C 1.047 -2.110 0.921
15 C 0.521 -2.894 3.113
16 C -3.033 -0.974 -0.071
17 C 0.134 1.584 -6.554
18 C -3.293 2.896 1.615
19 C 4.122 1.058 -1.895
20 C 3.541 2.240 -1.126
21 C 0.028 -6.654 7.681
22 C -2.326 -1.070 -3.800
23 C -2.138 2.367 1.060
24 C 0.053 2.643 -5.655
25 C 0.317 3.683 -3.416
26 C 0.406 2.464 -4.318
27 C -2.040 -1.091 -2.326
28 C 0.844 -5.859 5.191
29 C -1.837 3.057 -2.538
30 C 0.800 -7.511 6.871
31 C 3.459 1.999 0.379
32 C 0.061 -0.672 2.390
33 C -4.364 0.834 1.097
34 C -0.551 4.757 -1.487
35 C 0.085 -4.997 5.978
36 C -0.337 -5.397 7.246
37 C 0.563 0.351 -6.081
38 C -3.163 0.390 0.561
39 C 1.049 -3.137 1.858
40 C 0.474 -3.937 4.170
41 C 0.883 0.210 -4.728
42 C 2.645 3.045 1.120
43 C 1.223 -7.133 5.614
44 H 3.029 1.010 0.571
45 H 0.668 3.551 1.377
46 H -0.288 3.614 -6.007
47 H 1.634 -5.456 3.242
48 H -1.017 5.552 -2.094
49 H 3.001 4.048 0.850
50 H -1.134 4.661 -0.568
51 H 0.457 5.088 -1.226
52 H 4.132 3.142 -1.316
53 H 2.388 0.324 -2.621
54 H -3.291 3.898 2.022
55 H -2.044 -1.369 0.160
56 H -1.397 -0.910 -4.339
57 H 5.010 0.687 -1.374
58 H 2.551 2.439 -1.556
59 H -0.281 -6.991 8.661
60 H -0.096 4.537 -3.984
61 H 1.815 -7.794 4.996
62 H 1.458 -2.271 -0.070
63 H 0.991 3.048 -0.125
64 H 3.524 -0.842 -2.395
65 H -2.417 2.879 -1.630
66 H -3.781 -1.663 0.325
67 H 1.068 -8.490 7.246
68 H -0.317 0.327 2.566
69 H 1.196 -0.792 -4.417
70 H -2.777 -2.021 -4.092
71 H -5.356 2.482 2.052
72 H -0.129 1.722 -7.596
73 H -3.025 -0.271 -4.054
74 H -1.790 2.134 -3.115
75 H 2.792 2.937 2.196
76 H -1.224 2.949 1.037
77 H 1.316 3.984 -3.084
78 H 4.450 1.390 -2.885
79 H -0.395 -1.413 4.363
80 H -5.227 0.179 1.106
81 H 1.454 -4.099 1.572
82 H -4.003 -0.704 -1.954
83 H -2.367 3.811 -3.144
84 H 0.645 -0.490 -6.762
85 H -0.930 -4.733 7.861
86 H 4.474 1.977 0.787

## Properties
HOMO-LUMO gap: 6.14 eV
energy above the lowest of the compared OMol25 structures with the same formula, charge and spin: 3.64 kcal/mol


Record 2
The following is a quantum chemistry calculation of 10 unconnected molecules or ions with the total composition C33H44Cl6F21NO15 at a distorted geometry, from the OMol25 dataset.

CARTESIAN COORDINATES (ANGSTROEM)
1 Cl -8.501 1.261 -4.255
2 Cl 11.337 -3.623 5.057
3 Cl -7.385 3.837 -3.886
4 Cl -8.134 2.271 -1.598
5 Cl 8.581 -2.989 4.109
6 Cl 9.104 -5.615 5.069
7 F -8.350 9.144 8.466
8 F -1.213 1.019 4.188
9 F -16.558 -2.534 5.169
10 F 7.996 -10.300 -0.719
11 F -2.894 -1.684 -7.746
12 F 1.488 -7.451 -6.835
13 F 8.487 -8.403 -1.535
14 F -3.355 -1.731 -9.869
15 F 10.352 4.512 4.923
16 F 9.943 -9.501 -0.323
17 F -9.885 9.853 7.042
18 F -2.247 2.556 2.985
19 F 10.116 2.826 6.285
20 F 10.719 4.857 6.990
21 F 3.005 -7.762 -5.305
22 F -1.325 -2.226 -9.158
23 F 3.568 -8.002 -7.363
24 F -16.326 -4.712 4.564
25 F -3.278 0.719 3.501
26 F -9.889 7.788 7.825
27 F -16.850 -4.225 6.674
28 O -2.302 0.426 0.990
29 O 4.026 -5.339 -7.520
30 O -0.237 -0.075 2.007
31 O 10.666 -10.813 -2.357
32 O 7.655 3.637 6.803
33 O 8.781 -10.164 -3.603
34 O -2.494 0.683 -9.867
35 O -7.011 8.150 6.314
36 O 8.136 5.748 6.196
37 O -14.064 -2.529 5.637
38 O -14.092 -4.663 6.292
39 O 2.534 8.590 -3.178
40 O -8.957 8.142 5.149
41 O -0.994 0.355 -8.219
42 O 2.413 -4.991 -5.929
43 N 1.072 7.649 -1.744
44 C 0.399 -0.587 0.865
45 C 12.807 -11.532 -3.183
46 C 5.600 -3.830 -8.397
47 C 0.206 1.895 -6.737
48 C 1.295 -1.814 1.297
49 C 3.125 -5.749 -6.597
50 C 4.197 -3.924 -7.796
51 C 1.969 6.782 -1.015
52 C 6.267 3.978 6.954
53 C 8.525 4.540 6.363
54 C -12.440 -0.838 6.064
55 C 5.436 3.794 5.728
56 C -14.676 -3.678 5.894
57 C 11.330 -11.312 -3.527
58 C 9.970 4.144 6.155
59 C -12.715 -2.366 5.992
60 C -1.937 -0.051 -9.079
61 C 9.793 -4.179 4.278
62 C -0.306 7.825 -1.191
63 C -9.118 8.849 7.473
64 C -8.518 7.441 4.010
65 C -2.062 1.227 3.215
66 C -8.213 8.421 6.233
67 C 9.004 -9.627 -1.262
68 C -7.461 8.137 3.145
69 C -7.438 2.220 -3.263
70 C 1.401 8.372 -2.790
71 C -0.505 1.724 -8.078
72 C -16.179 -3.751 5.555
73 C 2.818 -7.281 -6.547
74 C -2.378 -1.502 -9.000
75 C -1.544 0.532 1.944
76 C 9.465 -10.219 -2.558
77 H 13.348 -11.660 -4.121
78 H 6.202 5.004 7.315
79 H 4.357 3.717 5.863
80 H 1.708 -2.319 0.424
81 H -12.479 -2.738 6.988
82 H 12.814 -12.432 -2.568
83 H 5.779 3.389 7.730
84 H -1.318 2.438 -8.201
85 H -0.751 8.653 -1.742
86 H -12.105 -2.905 5.267
87 H -9.358 7.214 3.353
88 H 5.727 2.907 5.165
89 H 6.060 -2.854 -8.552
90 H -12.868 -0.321 6.924
91 H 10.036 -4.487 3.261
92 H -0.391 2.065 -5.840
93 H -0.928 6.955 -1.401
94 H 5.578 -4.393 -9.330
95 H 1.755 5.730 -1.202
96 H -12.844 -0.328 5.189
97 H 0.144 1.944 -8.925
98 H -7.864 8.976 2.578
99 H 0.840 -2.634 1.853
100 H 10.831 -12.257 -3.739
101 H 6.234 -4.376 -7.699
102 H 3.463 -3.605 -8.537
103 H 0.787 1.012 -6.472
104 H -6.431 1.828 -3.409
105 H 2.990 6.964 -1.352
106 H -0.320 -0.910 0.113
107 H -7.071 7.458 2.387
108 H 1.031 0.211 0.473
109 H 2.204 -1.491 1.803
110 H 13.202 -10.675 -2.637
111 H 11.208 -10.614 -4.355
112 H 5.619 4.666 5.100
113 H 1.015 2.625 -6.719
114 H 0.545 8.871 -3.270
115 H -6.569 8.521 3.641
116 H 3.928 -3.350 -6.909
117 H -11.372 -0.633 5.988
118 H -0.191 7.968 -0.116
119 H 1.892 7.096 0.026
120 H -8.190 6.438 4.282

## Properties
SMILES: CCOC(=O)C(F)(F)F.CCOC(=O)C(F)(F)F.CCOC(=O)C(F)(F)F.CCOC(=O)C(F)(F)F.CCOC(=O)C(F)(F)F.CCOC(=O)C(F)(F)F.CCOC(=O)C(F)(F)F.ClC(Cl)Cl.ClC(Cl)Cl.CN(C)C=O
HOMO-LUMO gap: 9.52 eV
energy above the lowest of the compared OMol25 structures with the same formula, charge and spin: 42.01 kcal/mol


Number 1: HOMO energy -6.12 eV, DFT total energy -2396.5369 Ha. Number 2: HOMO energy -9.54 eV, DFT total energy -7325.4849 Ha.